1.
Computed, not measured: O2 in the gas phase, with the ωB97M-V functional and the def2-TZVPD basis.

Structure (XYZ):
```
2
Properties=species:S:1:pos:R:3:forces:R:3
O 0.000 0.000 0.599 0.000 0.000 -0.085
O 0.000 0.000 -0.599 0.000 0.000 0.085
```
Positions in Å, forces in eV/Å.

**Orbital gap**: 7.878 eV
**HOMO energy**: -9.94 eV
**2S+1**: 1
**Energy**: -4089.779 eV
**LUMO**: -2.06 eV
**Energy above the lowest of the compared OMol25 structures with the same formula, charge and spin**: 0.000 eV
**Molecular weight**: 32.0 u

---

2.
Computed, not measured: a molecular structure, C31H42BrN10PSTl, with the ωB97M-V functional and the def2-TZVPD basis.

Structure (XYZ):
```
87
Properties=species:S:1:pos:R:3:forces:R:3
Tl -0.256 0.433 -0.339 -0.008 0.160 0.408
C -3.511 -3.193 3.964 0.017 -0.005 -0.032
C -3.966 -2.593 2.641 0.178 -0.054 0.001
N -2.977 -2.833 1.609 -0.102 -0.007 -0.157
C -2.843 -2.031 0.487 0.039 0.051 0.031
S -1.938 -2.676 -0.821 -0.170 -0.068 0.137
N -3.460 -0.861 0.575 -0.007 0.056 0.271
N -3.049 0.036 -0.344 0.107 -0.077 -0.466
C -3.788 1.045 -0.618 -0.036 0.011 -0.020
C -5.152 1.261 -0.024 0.026 0.121 0.015
C -3.255 1.990 -1.636 0.041 -0.078 0.001
C -4.020 3.070 -2.087 -0.050 0.078 0.030
C -3.545 3.864 -3.117 -0.007 -0.014 0.040
C -2.306 3.585 -3.670 -0.043 0.023 0.016
C -1.586 2.532 -3.125 0.046 -0.065 0.115
N -2.034 1.760 -2.146 -0.178 -0.055 -0.107
H -4.229 -2.973 4.758 0.020 -0.033 -0.020
H -2.535 -2.788 4.245 -0.047 -0.021 0.005
H -3.412 -4.281 3.889 0.010 0.046 0.024
H -4.091 -1.517 2.724 -0.014 0.036 0.007
H -4.943 -3.008 2.361 -0.058 0.040 -0.021
H -2.753 -3.793 1.406 0.028 -0.059 0.037
H -5.449 0.353 0.494 0.000 0.011 0.022
H -5.894 1.493 -0.793 0.019 -0.008 0.033
H -5.142 2.087 0.697 -0.028 -0.030 -0.062
H -4.974 3.289 -1.628 0.010 -0.025 -0.044
H -4.137 4.694 -3.482 -0.011 0.013 0.009
H -1.899 4.177 -4.480 0.021 -0.006 0.013
H -0.586 2.300 -3.485 -0.053 -0.016 0.031
N 3.761 1.904 -2.912 0.091 0.015 -0.170
C 4.179 2.656 -1.836 -0.002 0.002 0.025
C 3.225 2.477 -0.878 -0.106 0.025 0.022
N 2.241 1.643 -1.341 0.125 0.036 -0.095
C 2.580 1.317 -2.560 -0.009 -0.156 0.027
C 1.826 0.380 -3.394 0.058 0.005 0.082
N 0.647 -0.084 -3.081 -0.106 0.105 -0.212
C 0.308 -0.985 -4.057 -0.033 0.003 0.103
C 1.306 -1.064 -4.983 -0.049 0.030 0.001
N 2.273 -0.177 -4.556 0.180 -0.030 -0.086
H 4.209 1.876 -3.809 0.005 -0.001 -0.011
H 5.087 3.233 -1.861 -0.052 -0.024 0.001
H 3.168 2.905 0.111 -0.021 -0.016 -0.069
H -0.625 -1.529 -4.002 0.095 0.087 -0.030
H 1.415 -1.635 -5.889 0.016 0.005 0.062
H 3.181 -0.068 -4.969 0.007 -0.005 -0.004
N -0.440 0.345 4.771 0.073 -0.026 -0.007
C 0.933 0.475 4.766 -0.056 -0.002 -0.065
C 1.315 0.172 3.493 -0.119 -0.061 -0.036
N 0.215 -0.139 2.727 0.135 -0.056 0.146
C -0.817 -0.028 3.517 0.016 0.050 -0.070
H -1.046 0.515 5.551 -0.056 0.014 0.005
H 1.484 0.775 5.641 -0.025 -0.014 -0.037
H 2.308 0.164 3.065 -0.091 0.006 0.062
H -1.847 -0.196 3.226 0.099 0.035 0.031
C 4.874 -1.868 -0.094 -0.073 -0.033 0.021
C 3.849 -2.592 0.785 0.002 0.007 -0.144
P 2.127 -2.050 0.341 0.231 -0.061 0.167
C 1.877 -2.866 -1.304 -0.016 0.022 -0.056
C 2.522 -4.217 -1.614 -0.042 0.042 0.009
C 1.123 -3.062 1.512 -0.072 -0.003 -0.080
C 1.169 -4.588 1.460 -0.037 0.074 -0.007
H 5.901 -2.073 0.217 -0.014 -0.010 -0.011
H 4.712 -0.786 -0.056 0.012 -0.044 -0.002
H 4.775 -2.173 -1.141 0.012 0.021 0.056
H 3.985 -2.301 1.832 0.023 -0.037 -0.007
H 3.990 -3.676 0.726 0.013 0.025 0.029
H 2.211 -2.129 -2.042 -0.015 -0.015 -0.008
H 0.787 -2.915 -1.418 0.071 0.016 -0.007
H 3.604 -4.202 -1.453 -0.040 -0.001 -0.021
H 2.350 -4.478 -2.663 0.021 -0.013 0.022
H 2.107 -5.018 -1.005 0.030 0.016 -0.007
H 0.093 -2.720 1.363 0.055 -0.012 0.045
H 1.418 -2.701 2.502 -0.009 0.011 0.022
H 0.604 -4.961 0.603 0.029 0.026 0.012
H 0.709 -5.007 2.359 -0.004 -0.020 -0.020
H 2.189 -4.977 1.399 -0.013 0.000 0.018
Br 0.335 7.406 2.276 -0.020 -0.050 -0.010
C 0.108 5.630 1.572 0.016 0.077 -0.007
C 0.729 4.567 2.201 -0.054 -0.096 -0.078
C 0.560 3.289 1.660 0.048 -0.019 -0.021
C -0.201 3.006 0.511 -0.169 0.049 -0.007
C -0.805 4.141 -0.059 0.061 0.097 0.086
C -0.665 5.441 0.442 0.003 -0.167 -0.016
H 1.321 4.729 3.095 0.015 0.003 -0.019
H 1.063 2.473 2.181 -0.048 0.055 -0.020
H -1.425 4.041 -0.950 0.027 -0.003 0.065
H -1.155 6.283 -0.036 0.031 -0.007 0.008
```
Positions in Å, forces in eV/Å.

**Orbital gap**: 4.770 eV
**HOMO energy**: -2.75 eV
**2S+1**: 1
**Total charge**: -1
**Energy**: -142590.001 eV
**LUMO**: 2.02 eV
**Molecular weight**: 902.1 u

---

3.
Computed, not measured: C6H10O in the gas phase at a distorted geometry, with the ωB97M-V functional and the def2-TZVPD basis.

Structure (XYZ):
```
17
Properties=species:S:1:pos:R:3:forces:R:3
C -0.624 1.867 -0.553 0.060 -0.582 0.006
C 0.344 0.877 0.196 -0.120 -3.272 -0.944
C -0.284 -0.061 1.339 -0.343 1.084 0.700
C -0.210 -1.596 1.140 0.188 0.739 -0.172
C 0.366 -1.872 -0.014 -0.076 0.986 0.085
C 0.845 -0.529 -0.591 0.471 0.895 -0.618
O 0.614 -0.433 -1.953 0.032 -0.355 -1.095
H -1.639 1.940 -0.131 0.294 -0.410 -0.068
H -0.294 2.926 -0.632 0.338 -0.806 0.398
H -0.680 1.523 -1.591 -0.281 0.076 0.034
H 1.307 1.410 0.189 -0.346 -0.390 1.423
H -1.338 0.171 1.223 -0.333 0.235 0.862
H 0.107 0.174 2.317 -0.353 0.340 0.540
H -0.602 -2.317 1.874 0.124 0.572 -0.309
H 0.554 -2.858 -0.478 -0.034 0.849 0.237
H 1.910 -0.495 -0.356 0.265 -0.057 -0.698
H -0.297 -0.738 -2.053 0.115 0.098 -0.380
```
Positions in Å, forces in eV/Å.

**Orbital gap**: 9.978 eV
**HOMO energy**: -9.01 eV
**2S+1**: 1
**Energy**: -8429.113 eV
**LUMO**: 0.97 eV
**Energy above the lowest of the compared OMol25 structures with the same formula, charge and spin**: 2.127 eV
**Molecular weight**: 98.1 u

---

4.
Computed, not measured: 2 unconnected molecules or ions with the total composition C4H11NO2 at a distorted geometry, with the ωB97M-V functional and the def2-TZVPD basis.

Structure (XYZ):
```
18
Properties=species:S:1:pos:R:3:forces:R:3
C -1.057 -1.746 -1.149 -0.598 -0.223 0.742
C -0.910 -1.228 -2.573 0.282 -0.613 0.344
O -1.211 -0.763 -0.124 0.104 0.159 -0.347
H -1.911 -2.435 -1.097 -0.021 0.036 -0.146
H -0.218 -2.346 -0.806 0.331 0.159 -0.256
H -0.403 -0.269 -2.625 0.115 0.016 0.041
H -1.901 -0.151 -0.393 -0.135 0.020 0.040
H -1.868 -1.174 -3.081 -0.131 0.185 -0.035
H -0.313 -1.992 -3.074 0.028 0.233 -0.397
C 0.745 1.816 0.741 0.682 1.110 -1.697
C 0.905 1.526 2.200 -1.804 -1.729 0.265
O 0.062 1.928 2.984 0.514 0.592 0.052
N 1.757 0.530 2.575 0.747 0.147 -0.315
H 1.317 1.302 -0.032 0.478 -0.604 0.657
H 0.999 2.855 0.532 -0.126 0.305 0.308
H 1.728 0.201 3.523 -0.057 0.228 0.173
H 2.549 0.252 2.023 -0.146 0.042 -0.147
H -0.271 1.693 0.377 -0.263 -0.064 0.716
```
Positions in Å, forces in eV/Å.

**Orbital gap**: 10.430 eV
**HOMO energy**: -9.62 eV
**2S+1**: 1
**Energy**: -9911.291 eV
**LUMO**: 0.81 eV
**Energy above the lowest of the compared OMol25 structures with the same formula, charge and spin**: 0.951 eV
**Molecular weight**: 105.1 u

---

5.
Computed, not measured: C4H4O5 in the gas phase at a distorted geometry, with the ωB97M-V functional and the def2-TZVPD basis.

Structure (XYZ):
```
13
Properties=species:S:1:pos:R:3:forces:R:3
C 0.401 -0.596 -1.821 1.204 -0.084 -3.603
C -0.230 0.003 -0.652 -0.245 1.280 -0.598
C 0.260 -0.096 0.703 -0.126 0.784 0.352
C 0.034 1.145 1.537 0.346 0.174 1.371
H 0.724 -2.134 -0.802 0.191 -0.395 -0.150
H -0.730 0.920 -0.875 -0.264 0.519 -0.510
H 1.166 -0.608 0.960 0.145 -0.654 0.008
H -1.772 0.728 1.484 -0.933 -0.755 -0.459
O 0.992 -1.828 -1.685 -0.961 1.299 0.417
O 0.408 0.009 -2.888 0.158 -1.373 2.208
O -0.921 -0.796 0.233 0.265 -0.901 1.653
O -1.236 1.461 1.759 -0.082 0.564 0.070
O 0.904 1.792 2.047 0.301 -0.456 -0.757
```
Positions in Å, forces in eV/Å.

**Orbital gap**: 11.606 eV
**HOMO energy**: -11.31 eV
**2S+1**: 1
**Energy**: -14449.223 eV
**LUMO**: 0.29 eV
**Energy above the lowest of the compared OMol25 structures with the same formula, charge and spin**: 0.747 eV
**Molecular weight**: 132.1 u

---

6.
Computed, not measured: a molecular structure, C3H4Cl2Si at a distorted geometry, with the ωB97M-V functional and the def2-TZVPD basis.

Structure (XYZ):
```
10
Properties=species:S:1:pos:R:3:forces:R:3
C 0.030 -1.712 -0.127 0.062 1.049 -0.228
C 0.001 -0.420 0.001 0.869 2.597 1.765
C -0.044 -0.976 -1.412 -0.516 0.441 -1.727
Si 0.193 1.556 1.349 -1.347 -3.140 -4.573
Cl 0.922 3.015 0.161 -0.005 0.252 -0.138
Cl -1.744 1.849 1.712 -0.430 0.335 0.729
H -0.323 -2.653 0.153 0.271 -1.287 0.863
H 0.811 -0.797 -2.172 -1.300 -0.674 1.412
H -1.073 -1.121 -1.861 1.235 0.837 -0.129
H 1.227 1.259 2.197 1.160 -0.411 2.028
```
Positions in Å, forces in eV/Å.

**Orbital gap**: 8.935 eV
**HOMO energy**: -8.51 eV
**2S+1**: 1
**Energy**: -36096.398 eV
**LUMO**: 0.43 eV
**Energy above the lowest of the compared OMol25 structures with the same formula, charge and spin**: 2.722 eV
**Molecular weight**: 139.1 u